DFT (ωB97M-V/def2-TZVPD) results for a molecular structure, C12H24InO4 in a non-equilibrium geometry.

For the LUMO energy, the calculation gives -16.29 eV. The calculation puts the HOMO-LUMO gap at 2.02 eV. Its HOMO energy is -18.311 eV. The calculated total energy is -961.292565 a.u. The total charge is +3.

Geometry (Å):
C1 -2.0449 4.8345 -0.5346
O1 -2.1394 3.4604 -0.0994
C2 -2.2994 2.6186 -1.2363
C3 -0.8916 1.7742 -1.4070
C4 -0.5380 0.9142 -0.0433
C5 -1.6890 -0.1176 0.3459
C6 -1.6305 -1.5407 -0.4021
C7 -0.8407 -2.6846 0.4557
C8 0.6760 -2.9321 -0.0053
C9 1.6990 -1.9061 0.6997
O2 2.7608 -2.5421 1.4378
C10 2.3347 -2.7412 2.7750
C11 3.5099 -2.9121 3.8680
O3 1.1482 -2.8270 3.1326
O4 0.1543 2.7033 -1.5658
C12 0.8699 2.5672 -2.8186
H1 -1.9507 5.5715 0.3382
H2 -2.9210 5.1766 -1.1746
H3 -1.0653 4.9450 -1.1398
H4 -2.4073 3.2745 -2.1615
H5 -3.2071 1.9168 -1.1423
H6 -0.9880 1.0074 -2.2379
H7 -0.4062 1.6714 0.7920
H8 0.4805 0.4501 -0.2395
H9 -1.5797 -0.2991 1.4793
H10 -2.7356 0.3330 0.2184
H11 -1.2745 -1.4976 -1.4799
H12 -2.7168 -1.9100 -0.4467
H13 -1.4251 -3.6530 0.2562
H14 -0.9060 -2.4993 1.5744
H15 0.8428 -2.8708 -1.1477
H16 0.9633 -4.0033 0.2992
H17 2.1920 -1.2942 -0.1491
H18 1.1134 -1.1311 1.3082
H19 4.3349 -3.5159 3.3470
H20 3.9080 -1.8971 4.1854
H21 3.0312 -3.4881 4.7240
H22 0.3294 1.9754 -3.6191
H23 1.9381 2.1727 -2.6597
H24 1.0077 3.6357 -3.2269
In1 2.3627 -2.7395 -2.2998